Below is an isolated molecule of C2H3BrOS in a non-equilibrium geometry, with properties calculated with wB97M-V/def2-TZVPD.

⟨S²⟩   2.0129
Charge   0
Strongest force on any atom   2.38 eV/Å
ΔE to the lowest compared entry with this formula, charge and spin   307.4 kJ/mol
Spin multiplicity   3
Molar mass   155.0 g/mol
E_LUMO (spin up / spin down)   -0.0748 / -0.0709 Ha
Orbital gap (spin up / spin down)   0.18956 / 0.22511 Eh

Positions of all 8 atoms, in Å:
1 C -1.2192 1.7363 -1.1100
2 C -0.5941 0.5402 -1.5993
3 O -4.5724 -0.9954 0.5229
4 S -3.0912 -1.0712 0.4469
5 Br -2.5611 1.3719 0.1503
6 H -0.9618 -0.3382 -1.0384
7 H -0.8181 0.4307 -2.6810
8 H 0.4772 0.7194 -1.5230

Cartesian forces (eV/Å) of the 2 atoms listed first:
C -1.5 1.7 0.6
C 0.5 -0.9 -0.8